1.
Molecular formula: C3H4N2O
Method: DFT, ωB97M-V/def2-TZVPD

Output
2S+1: 1
HOMO: -0.403 Ha
SMILES string: [H]/N=C/OCC#N
max |F|: 1.25 eV/Å
LUMO level: 0.66 eV
energy relative to the best compared isomer or geometry (same formula, charge and spin): 39.95 kcal per mole
Kohn-Sham gap: 11.64 eV

Each line ends with the Mulliken charge.
Element x y z (Å)
N  -1.6941  -0.2145  -1.7148  -0.543
C  -0.9622  -0.1446  -0.6936  0.159
O  0.1772  0.5998  -0.7511  -0.360
C  1.1955  0.2356  0.1532  -0.274
C  0.8199  0.3648  1.5797  0.259
N  0.5631  0.4156  2.7068  -0.352
H  -2.5270  -0.7620  -1.5062  0.270
H  -1.1428  -0.6022  0.2911  0.274
H  2.0376  0.9019  -0.0445  0.264
H  1.5327  -0.7945  -0.0206  0.302

=====

2.
Molecular formula: C60H105N15
Method: DFT, ωB97M-V/def2-TZVPD

Output
2S+1: 1
HOMO: -0.389 Ha
max |F|: 6.18 eV/Å
LUMO level: 0.27 eV
energy relative to the best compared isomer or geometry (same formula, charge and spin): 153.48 kcal per mole
Kohn-Sham gap: 10.84 eV

Each line ends with the Mulliken charge.
Element x y z (Å)
C  2.6992  -5.8370  2.0879  -1.100
C  3.8689  -4.9533  2.6027  -0.075
C  4.9827  -4.8062  1.6194  -0.414
C  5.8785  -3.6788  2.0847  0.195
N  6.5878  -2.8498  2.4019  -0.490
H  3.0190  -6.8311  1.7755  0.322
H  2.2066  -5.1841  1.3673  0.222
H  1.9763  -5.9123  2.9002  0.350
H  4.3049  -5.4316  3.4798  0.314
H  3.4779  -3.9781  2.8927  0.002
H  4.6882  -4.6777  0.5778  0.384
H  5.6728  -5.6471  1.6874  0.292
C  -9.0062  -2.4274  4.4132  -0.870
C  -8.2512  -2.6213  5.7192  -0.442
C  -7.0909  -3.6156  5.7660  -0.498
C  -5.9845  -3.1742  4.8901  0.267
N  -5.1760  -2.8456  4.1101  -0.378
H  -8.6519  -1.6111  3.7838  0.078
H  -10.0372  -2.1057  4.5607  0.395
H  -9.0309  -3.4005  3.9227  0.244
H  -8.9620  -2.9490  6.4778  0.310
H  -7.8205  -1.6555  5.9832  0.334
H  -7.4594  -4.5670  5.3825  0.275
H  -6.7125  -3.7975  6.7719  0.332
C  -6.0646  0.3830  2.8290  -0.073
C  -4.8019  0.3731  3.7334  -0.133
C  -4.0374  1.7581  3.8531  0.333
C  -4.6563  2.8167  4.6908  0.029
N  -5.0775  3.7138  5.3072  -0.541
H  -6.5144  1.3759  2.8367  0.429
H  -6.7457  -0.4133  3.1293  -0.216
H  -5.8705  0.2807  1.7614  -0.265
H  -4.1083  -0.3781  3.3554  0.064
H  -5.1725  0.0449  4.7045  0.463
H  -3.9232  2.2649  2.8948  -0.252
H  -3.0390  1.5160  4.2172  0.143
C  4.7968  5.6001  -1.0747  -1.248
C  3.5685  4.5755  -1.0633  -0.355
C  2.6063  4.7731  0.1360  0.901
C  1.9961  6.1394  0.1394  -0.015
N  1.5392  7.1716  0.1272  -0.517
H  5.3271  5.6062  -2.0269  0.368
H  5.5140  5.4155  -0.2749  0.278
H  4.4084  6.6164  -1.0091  0.356
H  3.9888  3.5747  -0.9634  0.156
H  3.0916  4.7164  -2.0333  0.382
H  3.1374  4.5840  1.0689  0.342
H  1.7828  4.0610  0.1899  -0.617
C  2.9982  -0.4602  6.2287  -1.259
C  2.7945  0.2615  4.8026  -0.145
C  1.7603  -0.5414  3.9447  0.313
C  0.3371  -0.1706  3.9422  0.012
N  -0.7767  0.0623  3.8929  -0.409
H  2.9633  -1.5216  5.9833  0.326
H  2.3077  -0.2200  7.0372  0.292
H  4.0204  -0.3570  6.5928  0.403
H  3.7765  0.3673  4.3415  0.130
H  2.5764  1.3284  4.8477  0.291
H  1.9050  -1.6141  4.0733  0.370
H  2.0051  -0.2979  2.9108  -0.294
C  -3.0135  -4.1259  0.1406  -0.828
C  -2.6289  -3.7272  1.5357  0.146
C  -1.2119  -4.0659  1.9295  0.096
C  -0.8123  -5.5185  1.9238  0.052
N  -0.5743  -6.6686  1.8791  -0.535
H  -3.7784  -3.5200  -0.3452  0.138
H  -3.3300  -5.1623  0.2573  0.370
H  -2.1267  -4.1701  -0.4916  0.134
H  -3.3763  -4.0442  2.2631  0.314
H  -2.6856  -2.6396  1.5805  -0.113
H  -1.0234  -3.5981  2.8958  0.465
H  -0.6280  -3.4609  1.2359  -0.244
C  0.8207  4.0684  3.4496  -0.404
C  -0.4124  5.0030  3.4136  0.050
C  0.1150  6.4089  3.4906  -0.162
C  -0.8534  7.5097  3.5071  -0.025
N  -1.6527  8.3755  3.4690  -0.475
H  0.4945  3.0502  3.6617  -0.006
H  1.5160  4.4032  4.2194  0.539
H  1.1813  4.0666  2.4210  -0.271
H  -1.0939  4.7174  4.2150  0.410
H  -1.0141  4.9037  2.5102  -0.063
H  0.7698  6.5874  2.6376  0.005
H  0.6983  6.4852  4.4083  0.386
C  -1.9073  -2.0991  -3.0965  -0.300
C  -1.4659  -2.8284  -4.3677  -0.347
C  -1.0380  -4.2728  -4.1149  -0.626
C  0.0523  -4.3463  -3.1294  0.193
N  0.9160  -4.3194  -2.3653  -0.463
H  -1.0225  -1.7107  -2.5922  -0.097
H  -2.3110  -2.7016  -2.2828  -0.074
H  -2.6144  -1.3215  -3.3854  0.484
H  -0.7621  -2.2287  -4.9448  0.182
H  -2.3431  -3.0287  -4.9829  0.338
H  -0.7474  -4.7360  -5.0579  0.376
H  -1.9030  -4.8632  -3.8127  0.432
C  -7.5750  -1.1350  -0.5155  -0.811
C  -6.7902  -2.5346  -0.6033  0.242
C  -7.7552  -3.6260  -0.2438  -0.416
C  -8.7690  -3.9244  -1.2307  0.182
N  -9.6079  -4.1057  -2.0101  -0.474
H  -6.9231  -0.2647  -0.5902  -0.209
H  -8.1171  -1.0099  0.4218  0.327
H  -8.3254  -1.0395  -1.3003  0.475
H  -5.9714  -2.5208  0.1161  -0.106
H  -6.4277  -2.9147  -1.5584  0.313
H  -8.4472  -3.3320  0.5453  0.111
H  -7.1475  -4.4906  0.0231  0.390
C  -5.1716  2.0875  -0.3482  -0.179
C  -5.4090  3.4750  -0.9855  -0.839
C  -4.1282  4.1632  -1.5392  -0.582
C  -3.2352  4.5823  -0.5426  0.436
N  -2.4711  4.9408  0.2846  -0.537
H  -4.5783  2.1564  0.5636  -0.308
H  -4.7648  1.3249  -1.0122  0.364
H  -6.1413  1.7033  -0.0314  0.210
H  -5.8327  4.2181  -0.3100  0.378
H  -6.0390  3.2978  -1.8571  0.352
H  -4.5881  5.0462  -1.9832  0.296
H  -3.7098  3.5513  -2.3383  0.349
C  2.0609  -1.4902  -6.1484  -1.463
C  2.5007  -2.0383  -4.8318  0.275
C  2.8538  -0.9548  -3.7644  0.529
C  4.0714  -0.1099  -4.0663  -0.113
N  5.0302  0.5704  -4.2681  -0.718
H  1.7140  -2.2204  -6.8795  0.413
H  2.8161  -0.8669  -6.6271  0.341
H  1.1643  -0.8825  -6.0262  0.331
H  3.2820  -2.7461  -5.1088  0.350
H  1.6030  -2.5136  -4.4366  -0.552
H  2.8626  -1.5200  -2.8324  0.396
H  2.1229  -0.1463  -3.7730  0.132
C  1.9712  5.7539  -7.1588  -1.159
C  2.7238  4.5078  -7.6220  -0.507
C  3.3898  3.7960  -6.4346  -0.265
C  2.4121  3.0685  -5.5187  0.205
N  1.6919  2.4327  -4.8249  -0.493
H  2.7458  6.3781  -6.7133  0.309
H  1.1863  5.5988  -6.4186  0.330
H  1.5654  6.3072  -8.0058  0.333
H  3.4163  4.9148  -8.3589  0.325
H  2.1065  3.8224  -8.2028  0.351
H  4.0518  4.5166  -5.9544  0.367
H  3.9885  2.9748  -6.8286  0.216
C  7.3504  1.4679  1.4053  -1.369
C  6.8264  0.2661  0.5913  -0.211
C  5.3566  -0.1193  1.0412  -0.117
C  4.4934  1.0594  1.2276  0.039
N  3.7788  1.9296  1.4418  -0.352
H  7.2774  1.2419  2.4691  0.348
H  6.7648  2.3820  1.3073  0.255
H  8.3992  1.7516  1.3188  0.403
H  7.4976  -0.5928  0.5887  0.466
H  6.8668  0.6419  -0.4310  0.052
H  5.4068  -0.5239  2.0521  0.139
H  4.7789  -0.8317  0.4523  0.346
C  7.2003  -2.2406  -5.5525  -1.006
C  8.2466  -1.7050  -4.5255  -0.713
C  7.6033  -0.9908  -3.3174  -0.446
C  6.5533  -1.6723  -2.5982  0.273
N  5.6856  -2.2432  -2.0233  -0.502
H  7.7523  -2.3543  -6.4855  0.386
H  6.3517  -1.5797  -5.7288  0.221
H  6.8083  -3.2495  -5.4236  0.319
H  8.9793  -0.9642  -4.8456  0.352
H  9.0237  -2.3896  -4.1855  0.383
H  7.2084  -0.0007  -3.5451  0.319
H  8.2501  -0.6503  -2.5089  0.489
C  0.6195  -0.1825  -0.6521  -1.010
C  0.3509  0.8008  0.4643  1.249
C  -1.0394  1.5042  0.3107  0.264
C  -2.2073  0.6355  0.5559  -0.176
N  -3.1868  -0.0402  0.7596  -0.282
H  0.3983  -1.1830  -0.2803  0.124
H  1.6677  -0.2500  -0.9432  0.161
H  0.0778  0.0201  -1.5760  0.280
H  1.1632  1.5171  0.3412  -0.102
H  0.4066  0.2639  1.4112  -0.870
H  -1.0108  1.8618  -0.7186  0.449
H  -0.9322  2.3474  0.9930  -0.234

=====

3.
Molecular formula: H14O7
Method: DFT, ωB97M-V/def2-TZVPD

Output
2S+1: 1
HOMO: -0.413 Ha
SMILES string: O.O.O.O.O.O.O
max |F|: 2.75 eV/Å
LUMO level: 0.18 eV
energy relative to the best compared isomer or geometry (same formula, charge and spin): 24.83 kcal per mole
Kohn-Sham gap: 11.42 eV

Each line ends with the Mulliken charge.
Element x y z (Å)
O  2.3820  -0.8552  0.6011  -0.694
H  2.1879  -1.6565  0.1453  0.330
H  1.7500  -0.8831  1.3112  0.302
O  -2.8154  0.5194  -0.8636  -0.637
H  -2.6894  1.4776  -0.9143  0.323
H  -3.6746  0.3809  -0.4868  0.280
O  -0.0305  1.0212  1.7376  -0.613
H  -0.7234  1.5966  2.1492  0.275
H  -0.1230  1.2890  0.8037  0.330
O  -0.7361  -1.2188  -0.7659  -0.740
H  -1.6422  -0.8115  -0.5612  0.435
H  -0.1360  -0.7727  -0.1388  0.304
O  2.4208  1.5662  -0.8551  -0.746
H  2.4419  0.6456  -0.4087  0.447
H  2.6593  1.4842  -1.7519  0.328
O  -0.3033  1.8741  -1.0365  -0.711
H  0.7040  1.7813  -1.1258  0.404
H  -0.6478  1.0129  -1.3472  0.346
O  0.0067  -3.0008  1.1779  -0.678
H  -0.3928  -2.5541  0.4131  0.413
H  -0.6382  -2.8964  1.9170  0.301